The following is a DFT calculation (ωB97M-V with the def2-TZVPD basis set) of a single C21H25ClFNO2 molecule.

Geometry as XYZ:
```
51
C21H25ClFNO2 (ωB97M-V with the def2-TZVPD basis set)
C -2.28877 -1.87006 -2.36458
O -3.36734 -1.24758 -1.70790
C -3.12002 -0.13312 -0.96690
C -4.24496 0.56176 -0.52205
C -4.09762 1.72382 0.20539
C -2.82507 2.19187 0.47035
F -2.68642 3.35117 1.16388
C -1.68407 1.51792 0.05707
C -0.33718 2.09605 0.40693
N 0.77911 1.37414 -0.16601
C 0.91504 1.57076 -1.59636
C 1.86436 0.50271 -2.12174
C 3.23865 0.66892 -1.48020
C 3.18772 0.79853 0.05259
C 4.49962 1.47388 0.52674
O 5.65545 0.72713 0.25218
C 3.13339 -0.56841 0.77037
C 1.93106 -1.43239 0.53440
C 1.98092 -2.49673 -0.35946
C 0.90264 -3.35206 -0.50395
C -0.25208 -3.15814 0.23544
C -0.31023 -2.08451 1.11028
Cl -1.75514 -1.80386 2.02316
C 0.76966 -1.23530 1.27093
C 2.03134 1.71598 0.47718
C -1.84868 0.33629 -0.65186
H -1.57006 -2.29437 -1.65772
H -1.77040 -1.17012 -3.02852
H -2.72988 -2.67057 -2.95670
H -5.22165 0.17325 -0.75976
H -4.95363 2.27528 0.56000
H -0.23939 2.06879 1.49774
H -0.33023 3.16399 0.11658
H -0.06210 1.48347 -2.07227
H 1.31272 2.57758 -1.82766
H 1.45405 -0.47757 -1.87999
H 1.95744 0.58151 -3.20680
H 3.87322 -0.17502 -1.76009
H 3.68954 1.58106 -1.88594
H 4.48281 1.59183 1.61305
H 4.57639 2.47564 0.07801
H 5.75044 0.64519 -0.70311
H 4.03217 -1.11954 0.48460
H 3.20183 -0.36966 1.84255
H 2.87899 -2.67108 -0.93427
H 0.96206 -4.18418 -1.18995
H -1.08744 -3.83583 0.15053
H 0.70545 -0.42764 1.98007
H 1.90654 1.64691 1.56033
H 2.31271 2.76312 0.24544
H -0.96737 -0.21461 -0.93154
```

Values from the calculation:
- Energy relative to the best compared isomer or geometry (same formula, charge and spin): 0.617 eV
- Total charge: 0
- E_LUMO: 0.6 eV